No. 1
A 2-piece molecular cluster, C4H9NO overall at a distorted geometry. Source: the Open Molecules 2025 dataset; level of theory: ωB97M-V with the def2-TZVPD basis set.

HOMO energy, eV: -8.8
Kohn-Sham gap, eV: 9.70
LUMO, eV: 0.868

The geometry in ORCA input format:
```
! RIJCOSX wB97M-V def2-TZVPD def2/J DEFGRID3
* xyz 0 1
C 1.9889 1.4410 -2.3335
N 1.0724 1.5202 -1.4688
C 0.2433 0.3774 -1.3209
C -0.2696 -0.3271 -2.3428
C 0.0652 -0.0563 0.1052
H 2.7655 2.1958 -2.3828
H 2.0222 0.6411 -3.0790
H -0.6336 0.1402 -3.2459
H -0.5199 -1.3593 -2.1259
H -0.0827 0.7797 0.7917
H 0.9042 -0.6390 0.4818
H -0.8981 -0.5564 0.2051
O -2.2076 -2.0312 5.5368
H -3.0427 -1.6772 5.8683
H -2.5238 -2.7551 4.9772
*
```

No. 2
An isolated ion of composition C4H9NO2 and charge -1 at a distorted geometry. Source: the Open Molecules 2025 dataset; level of theory: ωB97M-V with the def2-TZVPD basis set.

HOMO energy (alpha / beta), eV: -0.2 / -3.3
Kohn-Sham gap (alpha / beta), eV: 4.39 / 7.46
LUMO (alpha / beta), eV: 4.186 / 4.132

The geometry in ORCA input format:
```
! RIJCOSX wB97M-V def2-TZVPD def2/J DEFGRID3
* xyz -1 2
C 1.7466 -0.8851 0.2236
N 0.4051 -1.3360 -0.2038
C -0.6572 -0.3109 -0.0710
C -0.5383 0.7672 -1.1673
O -1.7732 1.4510 -1.2171
C -0.6856 0.4046 1.2562
O -1.3440 1.5148 1.4409
H 2.3245 -1.6308 0.7420
H 2.2860 -0.5272 -0.6703
H 1.6889 0.0815 0.7440
H 0.2078 -2.1108 0.4176
H -1.5666 -0.8807 -0.3417
H -0.2765 0.2513 -2.0894
H 0.2745 1.4170 -0.8193
H -1.7502 1.9638 -0.3818
H -0.3419 -0.1698 2.1375
*
```

No. 3
An isolated ion of composition C4H9NO2 and charge -2 at a distorted geometry. Source: the Open Molecules 2025 dataset; level of theory: ωB97M-V with the def2-TZVPD basis set.

HOMO energy, eV: 0.5
Kohn-Sham gap, eV: 6.69
LUMO, eV: 7.230

The geometry in ORCA input format:
```
! RIJCOSX wB97M-V def2-TZVPD def2/J DEFGRID3
* xyz -2 1
O 2.3445 -0.4146 2.7094
C 2.1104 -0.1195 1.4207
C 0.7409 -0.5728 0.8235
C 0.2483 0.3043 -0.3071
N -1.0505 -0.1147 -0.8749
C -2.2823 0.2979 -1.5703
O -3.3697 -0.2787 -1.0501
H 2.0366 0.9962 1.2721
H 3.0165 -0.5200 0.7994
H 0.9001 -1.6084 0.5274
H -0.0415 -0.4852 1.5995
H 0.2187 1.3403 0.1077
H 1.0500 0.3793 -1.0787
H -1.4686 -0.6801 -0.1441
H -2.2455 1.4606 -1.5603
H -2.2080 0.0154 -2.6739
*
```

For reference, E by record: -287.729264; -362.985400; -362.880291 Ha.
For reference, relative energy (zero: lowest compared OMol25 entry of this formula, charge and spin) by record: 2.808; 1.351; 0.874 eV.